Here is a molecular structure, C43H51BN7O6S2Tl from the OMol25 dataset. Energies are from ωB97M-V/def2-TZVPD.

XYZ file:
```
111
Properties=species:S:1:pos:R:3:forces:R:3
Tl 1.58046 0.95636 0.25329 -0.25 -0.03 0.31
O 3.17846 1.91600 -4.02020 -0.06 -0.01 -0.02
S 3.14989 1.46257 -2.63797 0.04 0.07 -0.11
O 3.05127 2.54125 -1.67578 0.09 0.01 0.02
O 2.14788 0.41203 -2.39310 0.10 -0.05 0.01
C 4.73110 0.53869 -2.47831 -0.08 -0.18 -0.03
C 5.06479 -0.04869 -3.70854 0.01 0.09 0.03
C 6.12860 -0.91497 -3.85676 0.02 -0.04 0.00
C 6.91796 -1.21226 -2.75560 -0.02 -0.02 -0.04
C 6.61392 -0.63571 -1.54008 0.00 0.04 0.04
C 5.52416 0.22719 -1.36295 0.02 0.08 0.00
S 5.33368 0.68820 0.39908 -0.06 -0.04 0.03
O 4.70692 1.98668 0.47318 0.01 0.03 0.02
O 6.69951 0.66322 0.90864 0.06 0.00 -0.03
O 4.52306 -0.41780 0.90920 0.02 -0.03 -0.02
H 4.45644 0.20872 -4.56224 -0.04 -0.01 -0.01
H 6.33528 -1.35445 -4.82641 0.01 0.02 -0.01
H 7.76318 -1.88643 -2.84096 0.01 0.01 0.00
H 7.22463 -0.83462 -0.67067 0.00 -0.01 0.01
C 2.64785 -2.72270 -0.22708 0.02 -0.03 -0.02
C 1.34449 -2.51299 -0.91449 0.00 0.02 -0.02
N 0.55152 -1.49295 -0.74332 -0.12 0.03 0.08
C -0.48870 -1.63798 -1.63166 0.03 -0.05 0.02
C -0.33625 -2.78295 -2.34312 0.03 0.00 -0.04
N 0.84366 -3.34792 -1.88391 0.03 0.06 0.02
C 1.39852 -4.59919 -2.28580 -0.03 0.01 -0.01
N 0.49957 -5.70330 -1.98829 0.07 -0.11 0.05
N 0.05020 -6.50951 -2.96464 0.00 -0.07 -0.01
N -0.67939 -7.43893 -2.46239 0.02 0.08 0.07
C -0.72619 -7.25018 -1.09643 -0.04 -0.07 -0.08
C -1.37892 -7.97675 -0.09222 0.01 0.01 -0.03
C -1.23625 -7.52928 1.19796 0.04 0.05 0.01
C -0.46858 -6.37933 1.50132 -0.03 -0.05 0.01
C 0.17687 -5.65535 0.52898 -0.03 -0.01 -0.05
C 0.03396 -6.12798 -0.78291 0.02 0.11 0.06
H 2.89716 -1.83908 0.35836 0.02 0.02 0.00
H 3.45935 -2.84978 -0.94725 0.01 0.02 0.00
H 2.63936 -3.59241 0.43780 0.01 0.00 -0.01
H -1.26279 -0.89283 -1.70844 -0.03 0.00 0.00
H -0.92110 -3.24379 -3.12044 -0.01 0.00 -0.01
H 2.33341 -4.73910 -1.74479 0.01 -0.02 -0.05
H 1.59012 -4.65277 -3.35726 -0.05 0.03 0.00
H -1.97153 -8.84846 -0.33484 0.00 0.00 -0.01
H -1.72666 -8.05724 2.00569 0.00 0.01 0.00
H -0.39668 -6.05412 2.53108 -0.01 0.00 0.00
H 0.73816 -4.76143 0.76173 0.00 0.00 0.00
C -3.00337 -1.26260 0.82407 -0.01 -0.01 0.00
C -4.14483 -0.42167 0.24083 0.07 -0.01 0.02
C -5.43548 -1.23684 0.20520 0.00 0.01 -0.01
C -3.74421 0.15008 -1.11003 -0.07 -0.01 0.01
C -4.14526 -0.46656 -2.28886 0.02 0.00 -0.01
C -3.71321 0.00389 -3.52127 0.02 0.00 0.03
C -2.88254 1.10693 -3.57883 0.01 -0.01 -0.01
C -2.46594 1.76304 -2.42175 -0.08 0.06 -0.04
C -1.59431 2.99588 -2.54004 0.04 -0.02 0.01
C -2.39659 4.16473 -3.11771 -0.03 -0.01 0.01
C -0.33640 2.71837 -3.35836 0.01 0.01 0.02
C -2.90403 1.27830 -1.18499 -0.01 -0.15 0.10
N -2.46488 1.88582 0.01691 0.09 0.07 -0.02
B -1.10766 1.80198 0.59855 -0.15 -0.09 -0.14
N -1.36515 2.50738 1.85990 0.19 0.13 -0.11
C -2.67635 2.96543 1.95394 -0.04 0.01 0.01
C -3.33886 2.59198 0.84187 -0.02 0.05 -0.01
C -0.43874 2.68957 2.91719 0.01 -0.05 0.03
C 0.62230 3.59817 2.78465 -0.08 0.09 0.02
C 1.49768 3.75209 3.85473 0.04 -0.05 -0.01
C 1.34469 3.02288 5.02215 -0.01 0.00 -0.02
C 0.31144 2.10723 5.12723 0.00 0.02 0.02
C -0.58159 1.91835 4.07842 0.00 -0.01 0.02
C -1.63791 0.83348 4.17349 0.00 -0.02 0.00
C -0.98092 -0.54492 4.27447 0.00 0.00 -0.03
C -2.60228 1.07236 5.33509 -0.01 0.01 -0.01
C 0.79554 4.44715 1.53940 0.07 -0.03 -0.01
C 2.24736 4.51759 1.05914 -0.02 0.01 0.03
C 0.23776 5.85094 1.79122 -0.05 -0.01 -0.01
H -3.25794 -1.60425 1.83192 0.00 0.00 0.01
H -2.07521 -0.68949 0.87550 0.01 0.00 -0.01
H -2.82151 -2.14227 0.20034 0.00 -0.01 -0.01
H -4.30776 0.41612 0.91962 0.01 0.00 0.01
H -5.30097 -2.18201 -0.32624 0.00 -0.01 0.00
H -6.24865 -0.68977 -0.27712 -0.01 0.01 0.00
H -5.74401 -1.48024 1.22431 0.01 -0.01 0.00
H -4.78417 -1.33969 -2.25022 -0.01 0.00 0.00
H -4.01666 -0.49896 -4.43209 -0.01 0.00 -0.01
H -2.53870 1.46806 -4.54054 0.00 0.01 -0.01
H -1.27824 3.26594 -1.53289 0.01 0.01 -0.01
H -2.78715 3.92154 -4.11011 0.01 0.00 -0.02
H -1.76094 5.04778 -3.21226 0.00 0.01 0.01
H -3.24454 4.41714 -2.47595 0.00 0.00 -0.01
H -0.57128 2.46006 -4.39436 -0.01 0.02 -0.02
H 0.23487 1.89580 -2.93181 0.04 -0.04 0.00
H 0.31512 3.59354 -3.37401 0.01 0.00 0.01
H -3.03801 3.52780 2.80185 0.01 0.02 0.00
H -4.36279 2.79845 0.56776 -0.01 -0.01 -0.01
H 2.32771 4.44118 3.76180 0.01 0.00 -0.01
H 2.04758 3.14829 5.83694 0.00 0.00 0.01
H 0.21059 1.51304 6.02932 0.01 -0.02 -0.01
H -2.21490 0.84805 3.24882 0.01 0.01 0.01
H -0.43793 -0.65830 5.21647 0.02 0.01 0.00
H -0.27466 -0.69062 3.45584 0.00 -0.01 -0.01
H -1.73546 -1.33399 4.21860 -0.01 -0.01 0.02
H -2.07470 1.08133 6.29242 0.00 -0.01 0.01
H -3.35887 0.28442 5.37510 0.00 -0.01 0.00
H -3.11418 2.03049 5.22645 0.00 0.01 0.00
H 0.20166 3.98672 0.74831 0.04 -0.01 0.00
H 2.86636 5.10943 1.73999 0.00 0.02 0.01
H 2.29178 4.98993 0.07666 0.00 0.00 -0.01
H 2.71229 3.53584 0.96037 0.02 0.02 -0.01
H 0.77191 6.33427 2.61464 0.01 0.00 0.00
H -0.82294 5.81314 2.05034 -0.01 0.00 0.00
H 0.35365 6.47253 0.90012 -0.01 0.00 -0.01
```
Positions in Å, forces in eV/Å.

The largest force on an atom is 0.40 eV Å⁻¹. For the LUMO energy, the calculation gives 3.70 eV. Its net charge is -2. Its energy is -3497.74919 hartree.

Here is a molecular structure, C28H41BeN6O3SSe2Si from the OMol25 dataset. Energies are from ωB97M-V/def2-TZVPD.

XYZ file:
```
83
Properties=species:S:1:pos:R:3:forces:R:3
Be -0.29283 0.34683 0.20587 -0.36 0.06 0.06
N 0.62275 -3.00191 1.96016 0.02 -0.04 0.05
C -0.72825 -3.02191 2.21067 0.00 -0.03 -0.07
C -1.24732 -2.01087 1.47317 -0.09 0.10 -0.04
N -0.23588 -1.36302 0.79740 0.47 0.10 -0.22
C 0.88940 -1.99701 1.10330 -0.32 0.00 0.07
C 2.21582 -1.65038 0.62634 0.17 0.24 0.02
N 2.47311 -1.15706 -0.55962 -0.21 -0.03 -0.14
C 3.81235 -0.88401 -0.56839 0.03 0.00 0.01
C 4.37003 -1.22061 0.63248 0.01 0.11 -0.06
N 3.34152 -1.70904 1.38864 -0.05 -0.16 0.04
H 1.29009 -3.66130 2.32218 0.05 -0.03 -0.06
H -1.18685 -3.74238 2.86440 0.02 0.02 -0.03
H -2.27656 -1.70529 1.39505 0.04 0.01 0.02
H 4.29454 -0.46731 -1.43716 0.02 -0.02 0.04
H 5.37433 -1.14070 1.01118 -0.03 -0.03 -0.02
H 3.40468 -1.96887 2.35779 -0.03 0.07 0.05
Se -2.52882 -0.64132 -2.44199 -0.25 0.16 -0.01
Se -0.37451 -1.43276 -2.49415 0.21 -0.12 0.25
C 0.43955 0.29852 -2.47538 -0.02 0.18 -0.06
C 1.11447 0.76510 -3.58817 -0.03 -0.02 0.05
C 1.59834 2.06458 -3.57518 -0.01 0.00 0.02
C 1.35935 2.85712 -2.46463 0.03 -0.01 -0.14
C 0.69296 2.30720 -1.38917 -0.02 0.07 0.14
N 0.25734 1.04258 -1.37344 0.23 -0.54 -0.05
C -2.93401 0.03108 -0.67489 0.12 0.09 0.06
C -4.30340 0.04074 -0.44102 0.03 -0.04 -0.07
C -4.79939 0.65926 0.69075 0.01 0.03 0.03
C -3.90799 1.25744 1.56560 -0.10 0.01 -0.01
C -2.55948 1.19488 1.28664 0.11 -0.04 0.03
N -2.06363 0.58703 0.18951 -0.10 -0.11 -0.06
H 1.23315 0.12484 -4.44997 0.01 0.01 0.00
H 2.13095 2.45367 -4.43308 0.00 0.02 0.02
H 1.69515 3.88317 -2.42076 -0.02 0.00 0.02
H 0.51924 2.87069 -0.48393 0.02 -0.04 0.01
H -4.96122 -0.43537 -1.15619 -0.04 0.00 0.05
H -5.86389 0.67450 0.88506 0.01 -0.01 -0.01
H -4.24873 1.76075 2.45853 0.02 -0.02 -0.04
H -1.82596 1.64746 1.94392 -0.05 -0.03 -0.04
C 0.76206 0.83428 6.53026 -0.01 -0.01 -0.03
C 1.52770 1.64244 5.49260 0.05 -0.03 0.04
C 2.55191 0.76344 4.78118 -0.06 0.05 -0.08
C 2.21200 2.83707 6.15134 -0.11 0.00 -0.11
O 0.53661 2.10501 4.56058 0.00 0.05 0.16
Si 0.61280 2.73829 3.06293 0.08 -0.33 -0.21
S 0.93963 1.22563 1.61768 0.06 0.25 0.19
O -0.84297 3.42160 2.77414 -0.08 0.11 -0.09
C -1.62890 4.30398 3.60778 -0.03 0.04 0.10
C -2.52547 3.44084 4.48956 0.09 -0.04 -0.04
C -0.73934 5.18537 4.48077 0.05 -0.11 -0.06
C -2.44776 5.15886 2.65219 0.05 -0.04 -0.03
O 1.84993 3.79647 3.07235 0.09 0.00 0.03
C 2.49611 4.64302 2.11173 0.04 0.08 -0.05
C 3.47767 3.81917 1.28414 -0.06 -0.04 0.08
C 3.24908 5.69028 2.92200 -0.05 -0.02 0.02
C 1.45838 5.32040 1.22107 -0.01 -0.06 0.09
H 1.43309 0.48693 7.31753 -0.02 -0.01 -0.01
H 0.28642 -0.02976 6.06149 0.01 0.02 0.02
H -0.01394 1.45422 6.98128 0.01 -0.02 0.02
H 3.26184 0.35991 5.50554 0.01 0.01 -0.03
H 3.09723 1.34185 4.03070 0.02 -0.03 0.04
H 2.04318 -0.05763 4.26985 0.02 0.00 0.03
H 2.96072 2.49550 6.86801 -0.02 0.01 0.00
H 1.47525 3.44401 6.68140 0.03 -0.01 0.01
H 2.69414 3.45719 5.39669 0.02 0.01 0.02
H -1.90888 2.73955 5.05311 -0.04 0.03 0.04
H -3.23237 2.86933 3.88351 0.04 0.08 0.05
H -3.08798 4.06348 5.18660 -0.03 -0.03 -0.02
H -0.19551 4.57941 5.20799 -0.01 0.06 -0.01
H -1.35306 5.91016 5.01601 0.00 -0.01 0.02
H -0.01297 5.72569 3.87297 -0.04 0.02 0.02
H -3.02566 4.52409 1.97675 -0.01 0.01 0.03
H -1.78720 5.78540 2.05020 -0.03 0.00 0.00
H -3.13399 5.80267 3.20441 0.01 -0.01 -0.02
H 4.19473 3.33119 1.94757 0.00 0.01 -0.03
H 4.02479 4.46639 0.59516 -0.02 -0.03 0.02
H 2.95709 3.04231 0.72376 0.00 0.01 -0.04
H 4.01529 5.21336 3.53520 -0.01 0.02 -0.01
H 2.56070 6.22107 3.58206 0.02 0.01 -0.03
H 3.72799 6.41245 2.25876 0.02 -0.01 0.03
H 0.81465 4.57667 0.74783 0.01 0.03 -0.04
H 1.95114 5.91573 0.45074 -0.01 -0.02 0.00
H 0.82289 5.98206 1.81186 -0.01 -0.01 -0.04
```
Positions in Å, forces in eV/Å.

The largest force on an atom is 0.59 eV Å⁻¹. For the LUMO energy, the calculation gives -2.91 eV. Its net charge is +1. Its energy is -7151.28627 hartree.

Here is a molecular structure, C6H14N2 from the OMol25 dataset. Energies are from ωB97M-V/def2-TZVPD.

XYZ file:
```
22
Properties=species:S:1:pos:R:3:forces:R:3
C -0.00174 0.37458 0.22664 0.09 -0.17 -1.82
C 1.37347 0.97645 0.40091 -0.01 -0.13 0.39
C -1.08269 1.43169 0.06162 0.04 -0.33 0.32
C -0.38249 -0.31631 2.07610 -0.31 -0.86 0.00
C 1.11697 -1.35586 -1.41709 -0.19 0.06 -0.17
C -0.12966 -0.83447 -0.70638 -0.25 1.04 0.73
N -1.29851 -1.00521 -1.57567 0.22 0.13 -0.14
N -0.32592 -1.27926 0.60433 0.03 0.20 1.11
H -1.22115 -0.52907 -2.46863 0.12 0.02 0.10
H -2.16874 -0.73480 -1.13597 0.19 -0.08 0.13
H 1.37246 1.73859 1.18519 -0.07 -0.02 0.03
H 2.11583 0.22897 0.67251 0.00 0.00 -0.06
H 1.68536 1.47326 -0.52244 -0.04 -0.13 -0.01
H -1.00973 2.18646 0.84887 -0.03 -0.04 0.01
H -2.08942 1.01742 0.06547 0.04 -0.01 0.08
H -0.93738 1.93182 -0.90066 0.05 -0.05 0.05
H -1.39080 -0.57236 2.39032 0.11 -0.18 -0.14
H -0.23570 0.70406 2.44674 0.25 0.39 -0.77
H 0.36036 -0.93363 2.56682 -0.13 0.06 0.11
H 2.00548 -1.30703 -0.79181 -0.12 0.06 0.00
H 1.29433 -0.79523 -2.34016 0.06 -0.04 0.01
H 0.94966 -2.40008 -1.68671 -0.05 0.06 0.03
```
Positions in Å, forces in eV/Å.

The largest force on an atom is 1.83 eV Å⁻¹. For the LUMO energy, the calculation gives 0.79 eV. Its energy is -346.34534 hartree.

Here is 3 unconnected molecules or ions with the total composition C4H11NO from the OMol25 dataset. Energies are from ωB97M-V/def2-TZVPD.

XYZ file:
```
17
Properties=species:S:1:pos:R:3:forces:R:3
C 1.01158 -0.85313 -1.56386 -1.52 0.31 -0.58
N -2.01172 1.02160 -0.70332 0.18 0.10 0.15
C -1.09078 0.89376 0.23819 -3.75 -0.92 0.99
C -0.01451 -0.81758 1.62482 0.58 -0.62 0.82
C -0.88054 -0.53050 0.67412 0.82 0.70 0.36
H 1.81193 -1.07051 -2.26540 0.21 0.10 0.22
H 0.16583 -0.40348 -2.13461 0.40 -0.45 0.01
H 1.18952 -0.12854 -0.75891 0.96 -0.68 -0.76
H 0.61926 -1.75133 -1.09349 0.19 -0.31 -0.23
H -1.23191 1.56324 1.08976 0.59 0.28 0.11
H 0.01829 1.21472 -0.09258 3.41 0.50 0.31
H -0.01440 -1.81355 2.04879 -0.10 -0.14 -0.02
H 0.74792 -0.13611 1.97558 -0.41 0.07 0.00
H -1.55232 -1.27295 0.32611 -0.54 -0.32 -0.62
H 2.39239 1.28431 0.63469 -1.41 0.75 -0.73
H -2.62450 1.81487 -0.46835 0.54 0.28 -0.60
O 1.46395 0.98519 0.46845 -0.14 0.35 0.56
```
Positions in Å, forces in eV/Å.

The largest force on an atom is 3.98 eV Å⁻¹. For the LUMO energy, the calculation gives -2.67 eV. Its energy is -288.74023 hartree.

Question: Which of these has the highest LUMO energy?
Answer: C43H51BN7O6S2Tl